# 1
109
Properties=species:S:1:pos:R:3:forces:R:3 method="wB97M-V/def2-TZVPD" spin_multiplicity=3 homo_lumo_gap_ev="5.4038 / 4.1556" total_charge=+1 lumo_energy_ha="-0.0941 / -0.1438" homo_ev="-7.966 / -8.069" mol_weight_g_mol=1237.23 total_energy_ev=-232078.506
W 0.94094 -1.02113 0.56080 -2.64 -3.40 -3.14
Br -0.26757 -6.20460 4.66253 -0.16 0.06 -0.26
C -0.11657 -4.95948 3.24521 1.84 -0.61 -0.06
C -1.11931 -4.05404 2.98672 -1.12 0.27 0.42
C -0.92134 -3.09270 2.01831 1.94 -0.59 0.86
N 0.32755 -2.83139 1.53936 0.67 -1.21 0.61
C 1.31562 -3.79386 1.77538 -0.95 0.85 -1.43
C 1.08713 -4.91265 2.53024 -1.25 -0.49 1.34
C 2.50899 -3.52377 1.07263 1.10 0.84 -0.61
C 3.51242 -4.42332 0.73177 -0.66 -2.18 0.78
C 4.65070 -4.08477 0.06166 -1.66 1.10 -0.01
Br 5.61434 -5.43754 -0.71628 0.94 -0.40 -0.40
C 4.83215 -2.68297 -0.11684 1.85 -0.57 0.17
C 3.91490 -1.81216 0.32568 -0.10 0.26 -0.97
N 2.63617 -2.23569 0.57012 -0.25 1.65 1.72
H -2.02129 -4.07926 3.61629 0.22 -0.04 -0.80
H -1.72760 -2.51871 1.67235 -0.81 1.09 -0.37
H 1.86263 -5.64022 2.68811 0.09 -0.15 0.06
H 3.29298 -5.48442 0.94557 0.36 0.56 -0.10
H 5.75411 -2.28404 -0.49562 0.43 -0.03 -0.01
H 4.18452 -0.74249 0.37463 -0.69 -0.62 -0.34
C 0.55013 -1.32931 -3.92526 -0.82 -0.57 -0.85
N 0.31433 -1.02816 -2.54640 -0.57 0.52 2.69
P -0.69497 -1.78333 -1.30274 0.44 1.35 -0.22
C -1.13382 -3.50921 -1.64951 0.54 -0.67 -0.93
C -2.33602 -3.96804 -2.28946 1.11 0.35 0.72
C -2.41667 -5.31243 -2.58659 -1.81 -0.80 -0.42
C -1.50970 -6.25778 -2.11653 0.03 0.23 -0.81
C -0.29054 -5.80683 -1.65376 1.19 0.12 0.52
C -0.05991 -4.42429 -1.43963 -1.10 -0.25 -0.33
C -2.22843 -0.81057 -1.53958 -1.20 -0.51 -3.36
C -2.63039 0.05762 -0.46634 -1.35 0.90 1.67
C -3.34566 1.40733 -0.80990 -0.03 -0.51 -0.32
C -4.00215 1.39614 -2.15576 0.45 -2.18 -0.66
C -3.94328 0.28517 -2.94326 -0.03 1.43 0.83
C -2.94391 -0.70959 -2.79930 1.91 -0.72 3.16
P 0.81459 0.29706 -1.46865 1.36 -1.33 0.36
C 2.52125 0.72985 -2.06222 -1.81 0.90 0.76
C 3.41029 -0.25678 -2.39788 -0.43 -0.37 -0.84
C 4.51714 0.10735 -3.14926 -0.03 -1.69 0.42
C 4.72605 1.39206 -3.52238 0.31 2.14 -1.42
C 3.92347 2.43455 -3.03066 -0.69 0.05 0.71
C 2.86809 2.07278 -2.16627 0.69 1.73 -0.18
C -0.24594 1.81774 -1.82810 1.60 -1.94 -2.93
C 0.04474 2.36883 -3.05197 -0.08 0.54 1.67
C -0.10154 3.76780 -3.35688 -1.17 0.56 -0.47
C 0.01705 4.77423 -2.44217 -0.18 0.00 -1.27
C 0.26592 4.59203 -1.04183 0.60 0.27 0.33
C -0.26890 3.59662 -0.32221 0.08 0.74 0.71
H -0.39805 -1.68909 -4.42545 0.83 0.78 0.23
H 1.22091 -2.19312 -3.99595 0.24 0.25 -0.15
H 0.99520 -0.45271 -4.43320 -0.34 -0.58 0.07
H -3.20725 -3.33468 -2.49876 0.72 -0.05 0.03
H -3.27906 -5.68578 -3.19985 0.68 0.46 0.92
H -1.75321 -7.31959 -2.24224 0.41 0.46 -0.01
H 0.51882 -6.55256 -1.51178 -0.55 0.72 0.20
H 0.92459 -4.04304 -1.12453 -0.52 -0.31 -0.06
H -1.89978 0.17607 0.36377 -0.37 -0.07 -0.91
H -4.25851 1.54134 -0.20617 0.58 -0.24 0.38
H -4.68943 2.15304 -2.45143 -0.41 0.67 0.21
H -4.68380 0.17842 -3.68803 -0.34 0.05 -1.19
H -2.68819 -1.35427 -3.63519 -0.06 0.02 0.19
H 3.13811 -1.30189 -2.25434 0.14 0.20 0.02
H 5.12958 -0.70386 -3.51347 0.31 0.11 -0.13
H 5.44091 1.60404 -4.32797 -0.03 -0.03 0.60
H 3.97925 3.51167 -3.33569 0.49 -1.23 0.39
H 2.36254 2.89127 -1.56191 0.14 -1.18 -1.27
H 0.59335 1.82435 -3.78821 0.28 -0.57 -0.32
H -0.34157 3.98080 -4.41797 0.44 0.24 0.74
H -0.12488 5.82080 -2.78246 0.45 -0.76 0.14
H 0.85411 5.35660 -0.52244 -0.47 -0.02 -0.14
H -0.32317 3.70637 0.76932 0.73 -0.30 -0.29
Te -4.07266 -1.38668 0.36934 0.18 -0.13 -0.27
C 3.04152 1.14408 2.35096 0.86 -0.63 -0.59
N 2.06495 0.85053 3.33213 -3.43 -0.24 0.95
C 2.57308 0.42144 4.60469 0.03 -1.44 1.27
C 0.73068 0.63456 3.02803 1.05 1.70 -0.71
N 0.38874 0.43612 1.68933 -1.64 3.13 3.25
N -0.15890 0.85264 4.03015 0.84 -0.18 -0.88
C -1.48101 0.28452 3.99358 -0.16 -2.09 0.13
C -0.03628 1.97691 4.93993 -0.85 -1.16 1.78
H 3.03791 2.17498 1.99730 0.25 0.19 0.45
H 2.74576 0.55204 1.51246 0.62 -0.31 -1.04
H 3.99388 0.76898 2.76875 -0.23 0.61 -0.65
H 3.01620 -0.57476 4.44426 0.29 0.25 0.09
H 1.79157 0.21263 5.35994 0.32 0.54 -0.53
H 3.34433 1.06847 5.02889 -0.27 0.17 -0.19
H -0.41346 1.06464 1.40750 1.12 -0.56 0.66
H -1.38921 -0.76741 3.51746 -0.55 1.95 0.28
H -2.15493 1.00493 3.48828 -0.14 -0.81 0.27
H -1.78939 0.04856 5.05939 0.10 0.65 -1.22
H 0.89734 2.46502 4.86520 0.94 0.46 -0.21
H -0.16809 1.60164 6.00311 0.21 0.51 -1.10
H -0.84593 2.67058 4.74095 -0.15 0.23 -0.08
C -4.92036 3.76387 0.64657 0.65 0.59 -1.68
Si -3.04801 4.03170 0.51138 -1.87 -1.41 0.25
C -2.63447 4.09554 2.35160 1.47 -0.22 -0.27
C -2.82363 5.63842 -0.33633 2.26 1.30 0.74
C -2.40493 2.51222 -0.51718 2.54 1.13 -0.09
C -1.07472 2.53761 -0.91816 -2.87 1.18 2.19
H -5.32252 4.67110 1.03915 -0.37 0.66 0.73
H -5.30294 2.92677 1.16160 -0.21 -0.94 0.98
H -5.38787 3.71794 -0.33399 0.01 -0.08 -0.43
H -3.03256 5.01315 2.78848 0.28 0.17 -0.13
H -1.51180 4.04909 2.45030 -1.08 0.14 0.54
H -3.12568 3.29141 2.91295 0.30 -0.11 -0.28
H -1.72562 5.78490 -0.54827 -1.17 -0.03 0.21
H -3.08369 6.48582 0.32893 -0.11 -0.46 -0.25
H -3.31044 5.78019 -1.26883 -0.70 -0.13 -0.81

# 2
108
Properties=species:S:1:pos:R:3:forces:R:3 method="wB97M-V/def2-TZVPD" spin_multiplicity=1 smiles="C=CC[C@](CNCCOCC)(C[C@@H](C)F)O[C@@H](Br)CC(=O)Cl.Fc1ccccc1.Fc1ccccc1.Fc1ccccc1.Fc1ccccc1.Fc1ccccc1" homo_lumo_gap_ev=7.2701 lumo_energy_ha=0.0068 homo_ev=-7.086 mol_weight_g_mol=883.25 total_energy_ev=-153989.870
C 2.61358 -1.37140 5.16328 -0.14 -0.01 0.00
C 1.32058 -1.80862 4.89900 0.04 0.26 -0.03
C 0.33862 -1.20753 3.89438 -0.06 1.95 2.39
C 1.00702 -0.49675 2.68594 -1.25 -1.96 0.10
C -0.13203 -0.21963 1.65750 -0.37 -0.61 0.22
N -1.37699 0.23408 2.27967 -0.02 0.56 -0.54
C -2.25173 0.90100 1.31279 -0.82 -0.17 0.66
C -3.65671 1.01149 1.90546 -0.12 0.62 -0.85
O -4.30346 -0.24633 1.96794 0.27 -0.12 0.16
C -5.65093 -0.07945 2.35000 -0.87 0.13 0.72
C -6.23907 -1.33747 2.98193 -0.04 -0.25 -0.02
C 2.01596 -1.47963 2.01659 0.02 0.78 -0.81
C 1.49742 -2.90990 1.78060 0.54 -0.22 -0.78
C 1.81864 -3.46226 0.36858 -0.72 -0.19 0.20
F 2.13172 -3.76023 2.70350 -0.27 0.13 0.12
O 1.59409 0.68462 3.21789 0.40 -0.48 -0.88
C 2.22266 1.49561 2.28541 0.08 0.47 0.91
Br 1.14071 3.17774 2.20476 0.12 -0.11 -0.23
C 3.62125 1.85043 2.83522 -0.62 0.74 -0.58
C 4.73137 0.93456 2.33507 -1.78 2.08 -1.18
O 5.29420 0.25971 3.06996 2.18 -2.57 2.36
Cl 5.21778 0.88592 0.61202 -0.54 0.40 -0.15
H 3.45808 -1.94162 4.74604 -0.06 -1.03 2.09
H 2.87342 -0.47046 5.73075 -0.17 0.94 -1.94
H 0.93991 -2.64987 5.50061 0.68 -1.17 -1.77
H -0.38384 -1.97761 3.60746 0.30 0.08 -0.06
H -0.24713 -0.41729 4.41129 -0.10 -0.20 -0.48
H -0.36201 -1.16908 1.12956 0.50 0.26 0.01
H 0.17428 0.48384 0.86910 0.00 -0.01 0.35
H -1.91604 -0.55625 2.62462 0.31 0.01 0.06
H -2.35916 0.34809 0.35818 0.27 0.26 0.14
H -1.91454 1.93412 1.14020 0.15 -0.35 -0.16
H -4.24337 1.65326 1.21777 0.17 0.01 0.34
H -3.63612 1.50112 2.89488 0.02 -0.28 -0.24
H -6.29098 0.24200 1.50559 0.41 -0.08 0.03
H -5.72666 0.72849 3.10429 0.16 -0.19 -0.22
H -7.16912 -1.08812 3.50981 0.19 0.04 -0.26
H -6.48460 -2.11739 2.24724 0.26 0.20 0.14
H -5.56613 -1.75007 3.74583 -0.07 0.10 -0.30
H 2.97201 -1.55101 2.54879 -0.34 0.06 0.05
H 2.25452 -1.05907 1.02062 -0.02 -0.13 0.30
H 0.41570 -3.02085 1.92078 0.29 0.13 0.34
H 2.40191 -2.77623 -0.24992 0.12 -0.27 0.27
H 0.87443 -3.64569 -0.16657 0.29 0.17 0.06
H 2.28321 -4.45072 0.47508 0.16 0.39 -0.06
H 2.22249 1.10837 1.26394 0.05 0.07 0.21
H 3.81655 2.91798 2.66938 0.30 -0.42 -0.40
H 3.58007 1.72905 3.92369 0.05 -0.20 -0.30
F -6.45733 -0.03414 5.63045 -0.01 0.00 0.08
C -6.77862 1.15394 6.17730 -0.02 0.40 0.17
C -5.76924 1.97194 6.64743 0.25 -0.10 -0.03
C -6.09845 3.19918 7.20446 -0.24 -0.09 0.11
C -7.42939 3.58737 7.29356 0.01 0.06 0.03
C -8.43201 2.75081 6.82016 0.17 0.03 -0.01
C -8.10631 1.52696 6.25249 -0.21 -0.16 -0.10
H -4.73841 1.64822 6.57546 -0.01 -0.01 -0.03
H -5.31619 3.85260 7.56918 -0.08 -0.16 0.00
H -7.68466 4.54387 7.73254 -0.01 -0.03 0.00
H -9.46929 3.05162 6.89294 0.02 -0.03 -0.03
H -8.87282 0.86509 5.86997 0.04 -0.02 0.02
F 0.88529 -1.94335 -2.18256 -0.03 0.09 0.00
C 1.49211 -2.36204 -3.31237 0.18 -0.12 -0.37
C 2.80793 -2.77987 -3.26043 0.11 0.02 0.24
C 3.42498 -3.21423 -4.42508 -0.18 0.07 -0.08
C 2.72592 -3.21573 -5.62496 -0.01 0.01 -0.11
C 1.40537 -2.78744 -5.66028 0.15 -0.14 0.23
C 0.78051 -2.36265 -4.49545 -0.29 0.06 -0.02
H 3.34034 -2.76445 -2.31848 -0.02 0.00 -0.02
H 4.45328 -3.55147 -4.39677 -0.02 0.02 0.02
H 3.21177 -3.55066 -6.53046 -0.11 0.04 0.16
H 0.86045 -2.78466 -6.59647 -0.02 -0.02 0.04
H -0.25125 -2.03362 -4.50099 0.02 0.01 0.04
F 4.37141 -4.60599 -7.81713 0.10 -0.17 -0.11
C 5.04063 -3.90265 -8.75660 0.26 0.25 -0.34
C 6.16074 -3.18467 -8.38802 0.08 -0.01 0.28
C 6.85010 -2.46696 -9.35432 -0.12 -0.08 -0.13
C 6.40595 -2.46823 -10.66965 0.07 0.03 -0.06
C 5.27469 -3.19166 -11.02184 0.12 0.06 0.13
C 4.58794 -3.91974 -10.06056 -0.26 -0.13 -0.05
H 6.48644 -3.18999 -7.35544 -0.02 -0.03 -0.01
H 7.73379 -1.90543 -9.08065 -0.04 0.00 0.03
H 6.94306 -1.90355 -11.42112 -0.03 -0.01 0.02
H 4.92599 -3.18928 -12.04648 -0.01 -0.03 0.03
H 3.70878 -4.49722 -10.31684 0.01 0.01 0.04
F 4.79333 -0.01837 -9.10709 0.03 -0.01 -0.04
C 3.84289 0.53135 -8.32905 -0.28 0.14 0.22
C 3.81610 1.90284 -8.16590 0.18 0.15 -0.12
C 2.83281 2.46907 -7.36767 -0.06 -0.17 0.04
C 1.89786 1.65871 -6.73676 -0.07 0.05 0.05
C 1.94126 0.28079 -6.90693 0.10 0.28 -0.11
C 2.91737 -0.28849 -7.71290 0.00 -0.23 -0.04
H 4.55848 2.51642 -8.66013 0.00 -0.04 -0.01
H 2.79600 3.54305 -7.23734 0.03 -0.02 -0.01
H 1.13368 2.10284 -6.11106 0.02 -0.02 -0.02
H 1.21615 -0.34838 -6.41200 0.03 0.01 -0.01
H 2.96399 -1.35939 -7.86541 0.05 0.02 -0.01
F -4.47219 3.80192 3.06287 -0.06 0.05 -0.05
C -3.82359 4.21782 4.16746 0.19 0.20 0.40
C -2.50205 3.85741 4.35103 0.13 -0.20 -0.25
C -1.83460 4.29143 5.48721 -0.15 0.05 0.06
C -2.49753 5.06972 6.42809 0.01 0.03 0.10
C -3.82752 5.41896 6.23040 0.25 -0.02 -0.17
C -4.49595 4.99541 5.09011 -0.19 0.13 -0.13
H -2.00304 3.24211 3.61101 0.01 0.01 0.02
H -0.79727 4.02137 5.63858 -0.03 -0.03 -0.05
H -1.97598 5.40411 7.31627 -0.02 0.00 -0.03
H -4.34545 6.02228 6.96547 0.00 0.02 -0.04
H -5.52987 5.26411 4.91429 0.01 -0.06 -0.01

# 3
109
Properties=species:S:1:pos:R:3:forces:R:3 method="wB97M-V/def2-TZVPD" spin_multiplicity=1 homo_lumo_gap_ev=6.6872 lumo_energy_ha=-0.0031 homo_ev=-6.771 mol_weight_g_mol=1099.19 total_energy_ev=-180600.041
Ir 0.33223 -0.42907 -0.36850 0.11 -0.06 -0.06
C 2.50172 -3.89950 0.04917 -0.01 0.00 0.00
C 2.22135 -3.10733 1.33022 -0.01 0.00 0.00
C 0.97066 -3.63311 2.01926 0.01 0.00 0.03
P 2.07498 -1.33341 0.90262 -0.03 0.04 0.00
C 3.74935 -0.88625 0.25248 -0.01 0.00 0.01
C 4.88871 -1.45574 1.09691 0.00 0.00 0.00
C 3.88688 0.63231 0.15188 0.00 0.00 0.00
C 1.85984 -0.34237 2.38058 -0.04 0.03 -0.01
C 2.32372 -0.70452 3.63962 0.00 0.01 0.00
C 2.06743 0.06844 4.76077 0.01 0.00 0.00
C 2.57589 -0.31543 6.12359 -0.01 -0.01 0.01
C 1.28679 1.20696 4.57117 -0.01 -0.01 0.01
C 0.81163 1.58260 3.32935 -0.01 0.01 -0.01
C 1.11354 0.83722 2.17879 0.04 -0.05 -0.02
N 0.68034 1.15246 0.88769 0.03 0.00 0.03
C 0.19607 2.41547 0.57716 -0.02 -0.04 0.00
C 0.67734 3.58713 1.19680 0.00 0.01 0.00
C 0.14807 4.82367 0.90342 -0.01 0.03 -0.01
C -0.87577 4.98885 -0.03450 0.01 -0.02 0.02
C -1.46101 6.34454 -0.32035 0.00 0.01 0.00
C -1.28370 3.85846 -0.71574 0.00 0.02 -0.01
C -0.75602 2.59266 -0.44625 -0.01 -0.01 0.05
P -0.93273 1.18558 -1.54840 -0.03 -0.10 -0.02
C 0.02475 1.76580 -3.03976 0.02 0.03 -0.02
C -0.69868 2.73455 -3.97727 0.01 0.00 0.00
C 1.33514 2.42536 -2.59708 0.00 0.00 0.01
C -2.64721 0.85671 -2.13313 0.02 -0.02 -0.04
C -3.59523 2.02610 -2.39127 0.00 0.02 0.01
C -2.56863 -0.09021 -3.34013 0.01 0.00 0.00
H 2.61820 -4.95719 0.29192 0.01 0.00 0.00
H 1.65842 -3.80692 -0.63947 0.00 0.00 0.00
H 3.40752 -3.57347 -0.46543 0.00 0.00 0.00
H 3.07545 -3.19893 2.00760 0.00 -0.01 0.00
H 0.10360 -3.51439 1.37305 0.00 0.01 -0.01
H 1.09318 -4.69716 2.23599 -0.01 0.00 0.00
H 0.76130 -3.10973 2.95078 0.00 0.00 0.00
H 3.79507 -1.30505 -0.75663 0.01 0.00 0.00
H 4.80775 -1.11902 2.13332 0.00 0.00 0.00
H 4.92384 -2.54498 1.08880 0.00 0.00 -0.01
H 5.84257 -1.09275 0.70869 0.00 0.00 0.00
H 3.87728 1.08376 1.14627 0.00 0.00 0.00
H 4.83671 0.88243 -0.32500 0.00 0.00 0.00
H 3.08206 1.07838 -0.42560 -0.01 0.00 -0.01
H 2.87848 -1.63099 3.75343 0.00 0.00 0.00
H 3.00935 -1.31561 6.11197 0.00 0.00 0.00
H 3.34574 0.37652 6.47188 0.00 0.00 0.00
H 1.77309 -0.30695 6.86326 0.00 0.00 0.00
H 1.01175 1.80796 5.43178 0.00 0.00 0.00
H 0.16522 2.44527 3.26141 0.00 -0.01 0.01
H 1.48933 3.51501 1.90613 0.00 0.00 -0.01
H 0.55024 5.69533 1.40927 0.00 0.00 0.00
H -1.92574 6.77203 0.57027 0.00 0.00 0.00
H -0.69461 7.04648 -0.65545 0.00 0.00 0.00
H -2.22317 6.28550 -1.09747 0.00 0.00 0.00
H -2.02697 3.96494 -1.49550 0.00 0.00 0.00
H 0.26037 0.85630 -3.59934 0.00 -0.01 0.00
H -0.99755 3.64371 -3.45385 0.00 0.00 0.00
H -0.00569 3.03367 -4.76756 0.00 0.00 0.00
H -1.57463 2.30606 -4.45674 0.00 0.01 0.00
H 1.14168 3.43661 -2.23400 0.00 0.00 0.00
H 1.83734 1.87539 -1.80778 0.01 0.00 0.00
H 2.01653 2.49340 -3.44800 -0.01 0.00 -0.01
H -3.06348 0.29297 -1.29915 -0.02 0.01 0.00
H -3.26351 2.67406 -3.20158 0.00 0.00 0.00
H -4.57168 1.62141 -2.66971 0.00 0.00 0.00
H -3.73963 2.62352 -1.49341 0.00 -0.01 -0.01
H -2.34017 0.44507 -4.26097 0.00 0.00 -0.01
H -1.80853 -0.86544 -3.21196 -0.01 0.01 -0.01
H -3.53123 -0.58731 -3.47672 0.00 0.00 0.01
Br 1.26241 -5.59588 -5.89375 0.00 0.00 0.00
C 1.86911 -3.93798 -5.22758 -0.01 0.00 0.00
C 2.90193 -3.27174 -5.87595 0.00 0.01 0.00
N 3.37768 -2.10259 -5.46163 0.00 0.00 0.00
C 2.83301 -1.55938 -4.37743 0.00 0.00 0.00
C 1.79780 -2.15818 -3.67071 -0.02 -0.02 0.01
C 1.29870 -3.38022 -4.10250 0.01 0.01 0.01
C 1.22873 -1.51303 -2.46631 0.03 0.03 -0.06
O 1.71829 -0.43197 -2.01892 -0.01 0.01 0.03
O 0.25276 -2.02386 -1.85674 -0.02 0.08 0.08
H 3.35684 -3.70247 -6.76003 0.00 0.00 0.00
H 3.22935 -0.60630 -4.04791 0.00 0.00 0.00
H 0.49407 -3.86220 -3.56280 0.00 0.00 0.00
O -0.81450 -0.97117 1.23917 -0.10 -0.03 0.00
C -2.11810 -1.46351 1.31908 0.01 -0.02 0.00
C -2.33646 -1.80438 2.79324 0.01 -0.01 0.00
C -3.42452 -2.36219 3.39897 -0.01 0.00 0.01
C -3.29638 -2.42003 4.81291 0.02 0.00 -0.01
C -2.11867 -1.88764 5.24193 -0.01 0.01 0.01
S -1.16408 -1.31777 3.94249 0.01 0.01 -0.02
C -3.13802 -0.37057 1.02029 0.02 0.01 0.03
C -2.99261 0.93846 1.36262 0.00 0.01 -0.04
C -4.16759 1.70496 1.12815 0.01 0.00 0.01
C -5.18717 0.95299 0.63133 0.00 0.00 0.00
S -4.72294 -0.68549 0.43125 0.00 -0.01 0.01
C -2.36866 -2.68904 0.44853 -0.02 0.02 -0.01
C -2.44997 -2.70233 -0.91114 0.02 0.01 0.06
C -2.60279 -4.00177 -1.45836 -0.02 -0.02 -0.02
C -2.64947 -4.95971 -0.49205 0.02 0.00 0.01
S -2.50911 -4.28826 1.07203 -0.01 -0.02 0.00
H -4.29613 -2.70467 2.85889 0.00 0.00 -0.01
H -4.04579 -2.83527 5.47139 0.00 0.00 0.00
H -1.76108 -1.80747 6.25623 0.00 0.00 0.00
H -2.07519 1.31825 1.78860 0.02 0.01 -0.01
H -4.24432 2.76663 1.31901 0.00 0.00 0.00
H -6.17743 1.27643 0.35288 0.00 0.00 0.00
H -2.37583 -1.80265 -1.49821 -0.01 -0.01 0.00
H -2.68510 -4.21126 -2.51576 0.00 0.00 0.00
H -2.77617 -6.02317 -0.61671 0.00 0.00 0.00